Model i:
Molecular formula: C2H5FSi
Method: DFT, ωB97M-V/def2-TZVPD

Last column: Löwdin charge in e.
Cartesian coordinates (Å):
Si 2.52359 0.35837 -0.04197  0.642
F 3.70325 -0.71279 -0.26334  -0.323
C -1.75918 -0.38825 -0.50562  -0.142
C -0.76714 -1.01656 0.04311  -0.023
H -2.77497 -0.77808 -0.54274  0.049
H -0.69932 -1.96262 0.53538  0.005
H -1.65022 0.57604 -0.97862  0.034
H 2.67212 0.85670 1.29888  -0.122
H 2.53048 1.19598 -1.21148  -0.120

E_LUMO (alpha / beta): -0.45 / -0.10 eV
gap between HOMO and LUMO (alpha / beta): 8.6 / 7.7 eV

Model ii:
Molecular formula: C2H5FSi
Method: DFT, ωB97M-V/def2-TZVPD

Last column: Löwdin charge in e.
Cartesian coordinates (Å):
Si 0.60744 -0.63931 -0.90107  0.562
F 1.80737 0.41424 -0.67494  -0.264
C -0.71750 -0.12251 0.38099  -0.271
C -0.65429 1.05662 0.99199  -0.061
H -0.16715 2.00746 0.77864  0.070
H -1.54233 -0.75808 0.60473  0.034
H -1.44781 1.27138 1.60545  0.020
H 1.85151 -2.17563 -0.52026  -0.009
H 0.26276 -1.05418 -2.26552  -0.081

E_LUMO: 0.43 eV
gap between HOMO and LUMO: 10.0 eV

Model iii:
Molecular formula: C2H5FSi
Method: DFT, ωB97M-V/def2-TZVPD

Last column: Löwdin charge in e.
Cartesian coordinates (Å):
Si 1.40683 0.00564 -0.03408  0.654
F -2.81094 -0.06843 0.01064  0.011
C -1.51609 -0.12193 -0.31728  -0.278
C -0.48836 0.27167 0.38258  -0.274
H 1.73911 0.16741 1.48586  -0.053
H -0.61357 0.73429 1.28903  0.009
H 1.66320 -1.35166 -0.55143  -0.094
H -1.42887 -0.62102 -1.34039  0.127
H 2.04870 0.98404 -0.92494  -0.102

E_LUMO: 1.05 eV
gap between HOMO and LUMO: 11.1 eV
SMILES string: F/C=C/[SiH3]

Which of them is the least stable? Correct choice: model i.

Model i:
Molecular formula: C6H10S2
Method: DFT, ωB97M-V/def2-TZVPD

Last column: Löwdin charge in e.
Cartesian coordinates (Å):
S 2.87802 -1.11532 -0.64498  0.639
S 2.48905 1.48452 0.69399  0.773
C -2.07064 -0.21365 -0.07794  -0.072
C 0.33054 -0.41181 0.41074  -0.304
C 0.28481 -1.78986 1.04263  -0.105
C -0.43404 1.57879 -0.93285  -0.069
C -0.65077 0.21613 -0.26963  -0.287
C 1.90903 -0.05714 0.18023  -1.120
H 0.04723 2.33911 -0.41420  0.020
H 0.02243 1.38921 -1.95345  0.112
H -2.28302 -1.34670 -0.01556  0.112
H 0.24134 -2.68590 0.39643  0.089
H 1.14089 -1.78925 1.57123  0.003
H -2.56610 0.34439 0.65187  0.058
H 3.40273 1.64462 -0.25844  -0.119
H -2.76100 0.19619 -0.86624  0.089
H -1.31663 2.08400 -1.27332  0.060
H -0.66388 -1.86734 1.75948  0.123

E_LUMO: -0.42 eV
gap between HOMO and LUMO: 8.1 eV
SMILES string: CC(C)=C(C)C(=S)S

Model ii:
Molecular formula: C6H10S2
Method: DFT, ωB97M-V/def2-TZVPD

Last column: Löwdin charge in e.
Cartesian coordinates (Å):
S 0.12507 -1.50763 1.52429  0.716
S -2.33114 1.20552 0.41693  0.593
C 1.48314 -0.65511 -2.01133  -0.069
C 0.08012 1.18577 -1.02776  -0.216
C 1.14516 0.10220 -0.66601  -0.504
C -0.02200 -0.65963 0.12694  -0.670
C -1.05936 0.37162 -0.61946  -0.711
C 2.46749 0.20607 0.24265  -0.105
H -1.66706 0.30588 1.87516  0.054
H 0.64224 -0.84435 -2.61250  0.040
H 0.30045 1.91258 -0.18926  0.132
H 3.63481 0.19083 -0.46776  0.156
H 0.10944 1.63413 -1.92338  0.075
H 2.50120 1.03138 1.00474  0.047
H 2.07560 -1.57950 -1.90571  0.081
H -1.44047 -0.42356 -1.42823  0.155
H 2.01992 0.12574 -2.74652  0.128
H 2.55370 -0.82503 1.06367  0.096

E_LUMO: -0.66 eV
gap between HOMO and LUMO: 8.2 eV

Model iii:
Molecular formula: C6H10S2
Method: DFT, ωB97M-V/def2-TZVPD

Last column: Löwdin charge in e.
Cartesian coordinates (Å):
S -2.81269 -0.31193 0.16634  0.682
S 1.70013 -0.81309 -0.86948  0.833
C 0.38106 1.98083 -0.65792  -0.050
C 0.01599 0.64092 0.17541  -0.561
C 0.90107 0.55449 1.37374  -0.231
C -0.03602 -0.76174 -0.31722  -0.521
C -1.19875 0.13392 -0.44606  -0.670
C 2.11484 -0.33250 0.99786  -0.342
H -1.45251 0.43969 -1.41690  0.065
H 3.19862 0.11378 1.26205  0.124
H 1.21876 1.52844 1.84149  0.123
H -0.20522 2.79245 0.04985  0.143
H 2.15042 -1.29023 1.48198  0.039
H 0.13023 2.10010 -1.76880  0.095
H 1.45072 2.16730 -0.67446  0.045
H 0.02595 -1.43896 0.50304  0.064
H -2.30217 -1.69252 0.96615  0.040
H 0.51693 -0.01529 2.25094  0.122

E_LUMO: 0.22 eV
gap between HOMO and LUMO: 8.4 eV
SMILES string: C[C@]12CCS[C@@H]1[C@H]2S

Which of them is the least stable? Correct choice: model ii.